Entry 1:
A single C5H9NS2 molecule at a distorted geometry, computed with wB97M-V/def2-TZVPD.

SMILES = C/C=C(/C)C(=S)NS
Lowest unoccupied orbital energy = 0.04 eV
Strongest force on any atom = 2.9 eV/Å
HOMO = -8.34 eV
Total energy = -28490.155 eV

```
! wB97M-V def2-TZVPD RIJCOSX def2/J DEFGRID3
* xyz 0 1
H 0.65660 -2.60725 0.25815
H 2.09806 1.67182 -0.90272
S -1.75726 1.89958 0.81925
H -1.15777 -1.29968 -0.47800
H 1.95464 -2.09778 1.26159
C 0.46721 0.50084 -0.16742
C -0.97129 0.57222 0.25920
H -3.35824 0.40661 -1.02100
C 1.19366 -0.57478 -0.05086
H 0.93040 2.55574 0.24793
H 0.24476 -1.68294 1.65101
C 0.96549 -1.75293 0.85809
H 2.10706 -0.50321 -0.62348
H 0.50788 2.35037 -1.37134
C 1.05275 1.81676 -0.57587
N -1.64166 -0.59169 0.04458
S -3.29228 -0.66367 -0.20910
*
```

Atomic partial charges in e from the natural (NBO) method, atoms 1 to 2: number 1, H, carries 0.214; number 2, H, carries 0.213

Entry 2:
A molecular structure, C10H5EuNO5 at a distorted geometry, computed with wB97M-V/def2-TZVPD.

Lowest unoccupied orbital energy (spin up / spin down) = -12.29 / -11.66 eV
Strongest force on any atom = 18.5 eV/Å
HOMO (spin up / spin down) = -17.07 / -17.31 eV
Total energy = -41470.273 eV

```
! wB97M-V def2-TZVPD RIJCOSX def2/J DEFGRID3
* xyz 2 8
O 0.00010 0.00000 -3.06080
H -0.17220 -2.13870 4.97450
H -0.17230 -2.10900 2.49420
C 0.10060 1.20570 4.43880
C -0.09610 -1.20030 4.44090
C 1.50430 1.17860 0.00020
O -2.40940 -1.88770 -0.00010
C 0.00010 0.00000 -1.91100
C -1.17860 1.50430 0.00000
C -0.09570 -1.18090 3.04390
Eu 0.00000 0.00000 0.00000
H 0.17760 2.14500 4.97080
N 0.00080 0.00100 2.37330
O 1.88770 -2.40940 0.00010
O -1.88780 2.40940 -0.00010
C 0.00280 0.00340 5.14040
H 0.17430 2.11130 2.49070
C 0.09830 1.18410 3.04200
O 2.40930 1.88770 0.00020
C -1.50430 -1.17860 -0.00010
C 1.17860 -1.50430 0.00000
H 0.00360 0.00420 6.22260
*
```

Atomic partial charges in e from the Mulliken method, atoms 1 to 2: number 1, O, carries -0.130; number 2, H, carries 0.401

Entry 3:
A single C4H6N2 molecule at a distorted geometry, computed with wB97M-V/def2-TZVPD.

Lowest unoccupied orbital energy = 0.91 eV
Strongest force on any atom = 1.8 eV/Å
HOMO = -6.91 eV
Total energy = -7222.578 eV

```
! wB97M-V def2-TZVPD RIJCOSX def2/J DEFGRID3
* xyz 0 1
C -1.23074 -0.75648 -0.35015
C -1.38782 0.58063 -0.15511
H 1.02475 -1.39495 -0.45285
C -0.17070 1.24655 0.21610
H -0.02473 2.31555 0.27481
N 0.15970 -1.04354 0.05617
H -1.93427 -1.55667 -0.52178
H 2.78941 0.71774 0.04456
H -2.34315 1.08697 -0.29809
C 0.85189 0.29409 0.17760
H 0.16404 -1.47559 0.98330
N 2.10160 -0.01431 0.02542
*
```

Atomic partial charges in e from the natural (NBO) method, atoms 1 to 2: number 1, C, carries -0.239; number 2, C, carries -0.135

Entry 4:
7 unconnected molecules or ions with the total composition C54H105Cl2N4O2S at a distorted geometry, computed with wB97M-V/def2-TZVPD.

Lowest unoccupied orbital energy = -4.58 eV
Strongest force on any atom = 3.5 eV/Å
HOMO = -10.98 eV
Total energy = -103626.543 eV

```
! wB97M-V def2-TZVPD RIJCOSX def2/J DEFGRID3
* xyz 1 1
H -1.00030 9.28265 -2.58815
C 6.06654 -9.64860 -1.89121
H 6.36754 -9.09881 -3.94858
C 6.86758 0.17032 3.65886
C -1.65243 0.40685 -0.73234
H 7.33977 0.72144 1.62833
H -1.91256 7.02898 0.39346
H 7.92701 0.39369 6.78592
C 0.91591 -2.12011 -3.24972
H -7.24363 4.25638 -5.87192
H 6.70595 -0.87837 3.38883
H -1.99023 3.68848 0.49946
H -3.32529 4.75553 -1.11764
H 4.54507 -10.72964 -4.07788
H -4.24230 3.03297 0.95405
C 0.05948 3.08332 9.01830
H 1.65772 -6.38905 -4.34515
H 3.26733 -0.56235 2.22612
H -1.59854 2.24685 1.50411
C -7.34286 7.62686 -3.49082
H -6.07857 -0.87503 3.17340
H -6.07617 4.56839 -4.58157
C -1.85473 8.92545 -0.61575
H 0.51442 4.30559 10.74910
C 0.23575 -5.73806 -2.87418
H 7.63880 -12.47170 -2.59660
H 7.48759 -10.30387 -3.36073
C -6.29837 -2.52051 -0.23503
H -1.93630 -5.88313 -3.04195
C -1.10375 -0.66408 -3.00815
H 1.07402 1.26861 6.44242
C 2.05428 1.66207 6.16465
H 5.14751 -12.29437 -2.21963
H 3.90178 -9.80547 -2.07203
H -1.36928 -4.92803 -1.67627
H -5.91308 1.43729 2.47032
H 1.14879 4.95846 9.22972
H -3.56209 -0.00899 1.10763
O -6.81962 -2.51087 -1.50942
H 1.52377 -2.78714 -3.89498
H 2.01380 1.92088 5.10266
H 0.34546 -6.61717 -2.23411
C -5.76959 -0.79140 2.09888
H -1.59252 0.03319 0.32134
H 4.87891 0.40102 4.43477
H -5.97711 0.88890 0.69131
H 1.02392 -10.13031 -3.62280
H 2.90475 3.48627 8.99762
H 7.32515 -13.27268 -4.14508
H -3.42188 1.10660 2.50918
C -1.29968 6.62039 -1.63637
H 0.53731 -5.18069 -4.93171
H -0.59299 7.02732 -2.36570
C -0.71455 -0.46294 -1.60670
C 6.43638 -10.00196 -3.33240
N -5.18146 -3.27286 -0.24335
C -0.25613 -7.17531 -4.96172
C 2.39761 0.15085 2.12373
H -4.62113 5.60900 -1.97029
H 1.61815 -0.13230 2.87445
C -2.65515 6.43248 -2.31926
H 2.79342 0.86694 6.29341
C -5.51670 0.73135 1.69834
C -1.28825 1.94327 -0.69804
C 4.65774 -9.08320 -1.75662
H -6.04976 8.30183 -5.08189
H -0.19031 2.05055 -0.45712
H 4.45177 -8.82437 -0.71547
C -8.70337 8.11243 -3.99292
H -2.69396 0.28006 -1.12816
H 4.86855 -13.10326 -3.74636
H -8.00733 9.39341 -5.61205
C -1.01442 9.73593 -1.59483
C 7.86149 1.44990 7.05546
H 2.80066 1.18526 2.29030
C -1.17287 -5.17200 -2.72311
H -0.19478 3.23378 7.96424
H -1.87033 9.44632 0.34638
H 5.63648 0.92831 2.05688
H -8.22481 10.22630 -4.06428
H -0.57394 5.06969 9.58615
C -2.08068 2.57012 0.53672
C 5.90896 0.53260 4.78910
H -0.68099 -8.38115 -3.20967
H 8.18503 2.23599 5.07533
H -2.02462 -0.18439 -3.41895
H 6.77775 -8.90164 -1.52507
C 7.43700 2.30911 5.87006
H 6.03804 -0.18527 5.60506
Cl 2.76952 0.81356 -0.66940
H 1.43893 1.94720 10.21412
H -9.16203 7.36408 -4.64565
C 5.55375 -12.42594 -3.22719
H 4.54256 -8.17862 -2.35975
H 5.77682 2.67498 4.55937
O 2.36214 -2.43860 -1.19150
H -0.90484 5.63724 -1.35276
C 0.82233 -0.82776 0.34914
C -3.68124 5.74167 -1.42892
H 0.01610 9.82307 -1.24169
H 6.85048 -14.04793 -2.63016
Cl -0.12377 -1.69295 1.60752
C -3.94849 0.96351 1.53212
C 6.92379 -13.08770 -3.14562
H 3.39744 3.26022 6.64415
C 2.53758 2.59043 8.48841
C 0.60614 -6.08723 -4.31650
H 7.90675 0.24030 3.99225
N 0.40668 -1.01986 -1.03478
H -9.62892 9.76467 -5.03337
H -1.29124 -4.25634 -3.31050
H 1.81057 -8.55290 -3.58580
H -9.37126 8.21836 -3.13268
H 5.31491 2.08625 6.13884
C 1.09682 -9.16937 -4.13680
C -8.63163 9.45130 -4.71801
C 6.04871 1.95340 5.33674
C 1.23964 2.12053 9.15137
H -7.61907 6.68789 -6.17406
H -4.83722 -1.39908 1.99199
H -2.89256 8.89152 -0.96107
H 0.93569 -5.00275 -2.50175
H 6.17714 -10.52045 -1.24048
C -6.72657 6.34234 -5.64448
H -0.51714 -1.71357 -4.93752
H 1.70864 3.68891 6.80878
H -1.28408 -6.81334 -5.06532
H 7.15390 1.55052 7.88186
H -7.49134 6.71801 -2.89873
N 1.54748 -4.50879 0.12431
H 0.10534 -7.34160 -5.98212
C -6.30541 7.36071 -4.58536
H 3.30323 1.82258 8.64394
C -0.27430 -8.51011 -4.21734
H -1.42053 10.74444 -1.69758
C -5.98640 -3.27859 -2.27259
H -3.89678 6.32659 -0.53240
H -2.50876 5.82448 -3.21806
C 1.20969 -1.82997 -1.82890
H -0.95832 -9.18699 -4.73774
S -7.07873 -1.61131 1.10099
H -5.93296 6.27524 -6.39535
C 5.57318 -11.09216 -3.97406
H -0.81803 2.62095 9.48084
C 6.66133 1.03120 2.42663
H 8.84535 1.75916 7.41369
H -3.05075 7.39266 -2.66137
H 0.95109 1.14780 8.73998
H -7.79037 4.95219 -4.34722
C 1.88885 -0.04358 0.64791
H 7.42769 3.35659 6.18592
C -1.31969 7.51121 -0.39094
C 2.42954 2.88711 6.99233
C -0.27931 -1.50986 -3.86777
H -5.38116 7.01481 -4.10738
H -1.48323 2.48653 -1.65425
N -4.98221 -3.74738 -1.50004
C -3.62300 2.17279 0.56489
H 5.93408 -11.26130 -4.99440
C -6.97490 4.95176 -5.07319
H -6.14375 -3.49514 -3.34910
H -6.93303 8.37100 -2.79940
H 6.85077 2.08697 2.62896
C 1.95504 -3.64153 -0.56250
H 1.49897 -9.35201 -5.13648
H -3.98864 2.00215 -0.48634
H -0.29963 7.57532 0.00334
C 0.30718 4.43147 9.68373
*
```

Atomic partial charges in e from the Mulliken method, atoms 1 to 2: number 1, H, carries 0.286; number 2, C, carries -0.398